Record 1
{"formula": "C4H10N2O", "method": "the ωB97M-V functional and the def2-TZVPD basis", "symbols": ["C", "N", "C", "C", "O", "N", "C", "H", "H", "H", "H", "H", "H", "H", "H", "H", "H"], "xyz": [[-2.033, -1.305, -1.443], [-1.557, -0.041, -0.874], [-0.267, -0.127, -0.282], [-0.015, 1.140, 0.584], [-0.738, 2.100, 0.451], [1.185, 1.231, 1.234], [2.245, 0.254, 1.178], [-3.061, -1.248, -1.770], [-1.378, -1.544, -2.299], [-1.726, -2.089, -0.731], [-2.233, 0.511, -0.376], [0.496, 0.057, -1.059], [0.040, -1.005, 0.295], [1.257, 2.056, 1.792], [2.777, 0.025, 2.098], [2.997, 0.682, 0.495], [2.013, -0.698, 0.708]], "energy_ev": -9337.2517, "gap_ha": 0.340, "e_homo_ev": -8.4}

---

Record 2
{"formula": "C15H16AlF5N6OS3Te2", "method": "the ωB97M-V functional and the def2-TZVPD basis", "symbols": ["Al", "S", "C", "N", "C", "C", "C", "C", "C", "C", "S", "H", "H", "H", "H", "N", "C", "C", "N", "H", "H", "H", "H", "H", "H", "H", "H", "H", "F", "Te", "F", "F", "F", "F", "O", "N", "C", "N", "C", "N", "Te", "C", "C", "C", "C", "S", "H", "H", "H"], "xyz": [[-0.731, -0.221, 0.283], [-1.982, 1.252, 1.792], [-1.818, -0.283, 2.541], [-1.089, -1.193, 1.922], [-1.061, -2.415, 2.576], [-0.368, -3.546, 2.156], [-0.449, -4.676, 2.946], [-1.196, -4.681, 4.128], [-1.877, -3.555, 4.551], [-1.801, -2.416, 3.759], [-2.531, -0.847, 4.012], [0.214, -3.521, 1.243], [0.075, -5.572, 2.644], [-1.243, -5.582, 4.725], [-2.453, -3.562, 5.466], [3.047, 2.823, -0.649], [2.855, 2.106, 0.656], [1.356, 1.989, 0.953], [0.951, 0.634, 1.319], [4.032, 2.908, -0.898], [2.631, 3.756, -0.644], [2.554, 2.269, -1.386], [3.407, 2.642, 1.425], [3.302, 1.119, 0.527], [0.800, 2.283, 0.055], [1.055, 2.684, 1.736], [0.809, 0.550, 2.320], [1.656, -0.082, 1.087], [1.403, -1.827, -3.094], [2.208, -1.711, -1.346], [3.574, -2.911, -2.074], [2.526, -1.731, 0.728], [1.390, -3.331, -0.918], [1.684, 1.095, -2.151], [0.379, -0.946, -0.883], [-2.321, -0.650, -0.641], [-3.384, -1.094, -0.897], [-4.555, -1.451, -1.106], [-5.089, -2.380, -1.862], [-5.643, -3.167, -2.500], [-0.315, 0.924, -2.324], [-0.176, 2.874, -3.130], [-0.440, 3.225, -4.424], [-0.365, 4.627, -4.657], [-0.041, 5.326, -3.538], [0.137, 4.284, -2.190], [-0.668, 2.500, -5.192], [-0.538, 5.089, -5.617], [0.090, 6.390, -3.432]], "energy_ev": -94084.1165, "gap_ha": 0.270, "e_homo_ev": -8.5}

---

Record 3
{"formula": "C4H10N3O2", "method": "the ωB97M-V functional and the def2-TZVPD basis", "symbols": ["C", "O", "C", "C", "N", "N", "N", "C", "O", "H", "H", "H", "H", "H", "H", "H", "H", "H", "H"], "xyz": [[2.485, 0.526, -0.122], [1.778, -0.718, -0.376], [0.640, -0.481, -1.117], [-0.806, -0.471, 0.110], [-0.124, -1.091, 1.288], [-2.071, -1.037, -0.323], [-2.863, -0.137, -0.525], [-2.384, 1.137, -0.067], [-1.086, 0.817, 0.508], [2.718, 1.016, -1.019], [3.401, 0.166, 0.156], [2.020, 1.127, 0.532], [0.788, 0.603, -1.572], [0.633, -1.320, -1.780], [0.876, -0.859, 1.109], [-0.116, -2.113, 1.108], [-0.545, -0.610, 2.151], [-2.400, 1.818, -0.829], [-2.945, 1.628, 0.771]], "charge": 1, "energy_ev": -12864.6371, "gap_ha": 0.379, "e_homo_ev": -14.2}